*a*
{
  "formula": "ClH3N2S",
  "method": "the ωB97M-V functional and the def2-TZVPD basis",
  "lumo_energy_ev": [-2.286, -2.283],
  "orbital_gap_ev": [6.53, 6.53],
  "charge": 0,
  "multiplicity": 1,
  "species": ["N", "N", "S", "Cl", "H", "H", "H"],
  "coordinates": [[0.70, -1.15, -0.73], [0.57, 0.88, 0.57], [0.07, -0.68, 0.57], [-2.74, 0.30, -0.22], [0.60, -2.12, -0.97], [0.01, 1.51, 1.13], [0.79, 1.26, -0.35]],
  "lowdin_charge": [-0.29, -0.24, 0.90, -0.51, 0.02, 0.06, 0.07]
}

---

*b*
{
  "formula": "ClH3N2S",
  "method": "the ωB97M-V functional and the def2-TZVPD basis",
  "lumo_energy_ev": [-0.414, -0.414],
  "orbital_gap_ev": [8.55, 8.55],
  "charge": 0,
  "multiplicity": 1,
  "species": ["N", "N", "S", "Cl", "H", "H", "H"],
  "coordinates": [[-0.72, 1.65, -0.07], [-0.38, -1.10, -0.03], [0.24, 0.13, 0.68], [2.21, 0.04, -0.24], [-0.58, 2.32, 0.70], [0.21, -1.88, -0.16], [-0.97, -1.17, -0.88]],
  "lowdin_charge": [-0.28, -0.38, 0.58, 0.05, -0.11, 0.03, 0.11]
}

---

Which one sits at the bottom of the stability order? *b* does.